Record 1
The following is a quantum chemistry calculation of a molecular structure, C40H51Cl2MnN5O2S3SbSi3, from the OMol25 dataset.

DFT total energy = -6353.9534 Ha
HOMO energy (spin up / spin down) = -4.75 / -4.32 eV
energy relative to the best compared isomer or geometry (same formula, charge and spin) = 25.7 kJ/mol
gap between HOMO and LUMO (spin up / spin down) = 6.79 / 6.37 eV

```
! RIJCOSX wB97M-V def2-TZVPD def2/J DEFGRID3
* xyz -1 2
Mn 1.01 0.25 1.16
C 2.74 -3.44 -2.68
S 1.17 -3.79 -1.86
C 1.10 -2.45 -0.66
S 2.48 -1.93 0.15
N -0.15 -2.07 -0.51
N -0.35 -1.04 0.35
C -1.53 -0.98 0.86
C -1.84 0.13 1.72
C -3.07 0.23 2.39
C -3.29 1.30 3.23
C -2.30 2.26 3.38
C -1.12 2.10 2.67
N -0.89 1.07 1.86
H 3.07 -4.37 -3.15
H 3.47 -3.13 -1.93
H 2.62 -2.67 -3.43
H -2.25 -1.78 0.67
H -3.81 -0.55 2.24
H -4.23 1.38 3.77
H -2.43 3.11 4.02
H -0.32 2.82 2.74
S 3.74 3.85 1.32
C 3.13 3.63 2.91
C 2.30 2.56 2.99
C 2.11 1.85 1.76
C 2.84 2.46 0.78
C 2.83 1.96 -0.58
C 3.70 2.38 -1.59
C 3.62 1.79 -2.84
C 2.69 0.79 -3.06
C 1.87 0.42 -2.01
N 1.92 0.99 -0.80
H 3.43 4.30 3.70
H 1.85 2.25 3.93
H 4.43 3.15 -1.38
H 4.29 2.11 -3.64
H 2.59 0.29 -4.01
H 1.13 -0.36 -2.14
Cl 2.14 -4.63 5.89
C 3.15 -3.69 4.81
C 3.87 -4.38 3.86
C 4.69 -3.68 2.99
C 4.76 -2.31 3.10
C 4.03 -1.63 4.05
Cl 4.18 0.10 4.06
C 3.18 -2.29 4.95
N 2.42 -1.73 5.96
C 1.96 -0.38 6.13
C 2.74 0.51 6.85
C 2.30 1.79 7.11
C 1.04 2.18 6.68
C 0.25 1.28 5.98
C 0.69 -0.01 5.69
C -0.21 -0.96 4.93
C 0.35 -1.56 3.62
O 0.15 -2.75 3.40
O 0.96 -0.72 2.88
H 3.77 -5.45 3.79
H 5.24 -4.20 2.21
H 5.38 -1.73 2.43
H 1.73 -2.39 6.29
H 3.72 0.18 7.19
H 2.93 2.49 7.66
H 0.67 3.18 6.88
H -0.74 1.58 5.64
H -1.12 -0.43 4.65
H -0.49 -1.80 5.57
C -2.03 -2.40 -6.14
Si -1.65 -0.59 -5.76
C -2.82 0.45 -6.81
C 0.09 -0.25 -6.41
Sb -1.49 -0.49 -3.21
Si -3.96 -0.87 -2.68
C -5.16 -0.55 -4.09
C -4.09 -2.70 -2.26
C -4.48 0.14 -1.18
Si -1.55 2.07 -2.96
C -3.10 2.84 -3.72
C -1.51 2.49 -1.14
C -0.07 2.91 -3.78
H -1.80 -2.64 -7.18
H -3.09 -2.62 -5.97
H -1.45 -3.06 -5.50
H -2.79 0.08 -7.84
H -2.52 1.50 -6.83
H -3.85 0.40 -6.46
H 0.16 -0.46 -7.48
H 0.82 -0.87 -5.89
H 0.38 0.80 -6.26
H -4.92 -1.19 -4.94
H -5.13 0.49 -4.44
H -6.19 -0.78 -3.78
H -4.01 -3.30 -3.17
H -5.04 -2.94 -1.77
H -3.28 -3.00 -1.60
H -4.63 1.19 -1.43
H -3.72 0.09 -0.41
H -5.42 -0.25 -0.76
H -4.01 2.34 -3.39
H -3.07 2.79 -4.81
H -3.16 3.89 -3.43
H -2.48 2.32 -0.66
H -1.24 3.54 -0.99
H -0.77 1.88 -0.61
H 0.25 2.41 -4.69
H 0.78 2.94 -3.10
H -0.34 3.94 -4.04
*
```

---

Record 2
The following is a quantum chemistry calculation of a molecular structure, C17H36N11O5Tl at a distorted geometry, from the OMol25 dataset.

DFT total energy = -1819.7690 Ha
HOMO energy = -13.69 eV
gap between HOMO and LUMO = 2.27 eV

```
! RIJCOSX wB97M-V def2-TZVPD def2/J DEFGRID3
* xyz 2 1
Tl 3.42 7.99 34.40
C 5.67 10.74 36.84
O 4.97 9.67 36.36
H 6.60 10.45 37.34
H 5.88 11.41 35.98
H 5.05 11.34 37.54
C 1.24 10.94 36.02
O 1.50 9.80 35.63
N 2.13 11.68 36.73
N -0.01 11.47 35.92
H 2.99 11.19 36.94
H 2.04 12.62 37.05
H -0.71 10.82 35.61
H -0.14 12.45 36.07
C 7.02 9.52 33.17
O 5.98 8.88 33.36
N 7.75 10.01 34.21
N 7.50 9.84 31.93
H 8.70 10.26 34.02
H 7.43 9.75 35.13
H 7.97 10.73 31.87
H 6.92 9.55 31.17
C 6.51 6.41 36.29
O 5.50 6.43 35.57
N 6.84 7.49 37.04
N 7.28 5.30 36.42
H 6.28 8.30 36.81
H 7.63 7.51 37.65
H 7.01 4.43 35.99
H 8.23 5.49 36.67
C 2.31 7.70 38.21
O 2.56 6.99 37.23
N 3.07 8.78 38.58
N 1.27 7.45 39.05
H 3.84 9.03 37.97
H 3.16 9.04 39.55
H 0.94 8.13 39.70
H 0.77 6.59 38.90
C 7.74 13.68 34.93
C 7.65 13.40 33.45
C 7.29 14.60 32.56
C 6.00 15.16 32.90
N 4.95 15.56 33.15
H 7.58 12.84 35.61
H 6.99 14.41 35.25
H 8.67 14.15 35.27
H 6.84 12.67 33.30
H 8.56 12.93 33.07
H 7.21 14.22 31.54
H 8.06 15.37 32.57
N 5.45 11.87 41.90
C 5.11 12.81 40.97
C 5.16 14.08 41.52
C 5.50 13.88 42.88
C 5.67 12.51 43.08
H 5.30 10.88 41.83
H 4.82 12.53 39.97
H 4.91 14.99 41.01
H 5.60 14.65 43.63
H 5.84 11.98 44.00
N 7.84 13.15 38.83
C 8.91 12.71 38.10
C 9.92 13.66 38.19
C 9.42 14.72 38.95
C 8.17 14.36 39.41
H 6.93 12.71 38.85
H 8.84 11.72 37.69
H 10.88 13.59 37.69
H 9.99 15.58 39.24
H 7.51 14.90 40.06
*
```

---

What did the first record say?
The following is a quantum chemistry calculation of a molecular structure, C40H51Cl2MnN5O2S3SbSi3, from the OMol25 dataset.

DFT total energy = -6353.9534 Ha
HOMO energy (spin up / spin down) = -4.75 / -4.32 eV
energy relative to the best compared isomer or geometry (same formula, charge and spin) = 25.7 kJ/mol
gap between HOMO and LUMO (spin up / spin down) = 6.79 / 6.37 eV

```
! RIJCOSX wB97M-V def2-TZVPD def2/J DEFGRID3
* xyz -1 2
Mn 1.01 0.25 1.16
C 2.74 -3.44 -2.68
S 1.17 -3.79 -1.86
C 1.10 -2.45 -0.66
S 2.48 -1.93 0.15
N -0.15 -2.07 -0.51
N -0.35 -1.04 0.35
C -1.53 -0.98 0.86
C -1.84 0.13 1.72
C -3.07 0.23 2.39
C -3.29 1.30 3.23
C -2.30 2.26 3.38
C -1.12 2.10 2.67
N -0.89 1.07 1.86
H 3.07 -4.37 -3.15
H 3.47 -3.13 -1.93
H 2.62 -2.67 -3.43
H -2.25 -1.78 0.67
H -3.81 -0.55 2.24
H -4.23 1.38 3.77
H -2.43 3.11 4.02
H -0.32 2.82 2.74
S 3.74 3.85 1.32
C 3.13 3.63 2.91
C 2.30 2.56 2.99
C 2.11 1.85 1.76
C 2.84 2.46 0.78
C 2.83 1.96 -0.58
C 3.70 2.38 -1.59
C 3.62 1.79 -2.84
C 2.69 0.79 -3.06
C 1.87 0.42 -2.01
N 1.92 0.99 -0.80
H 3.43 4.30 3.70
H 1.85 2.25 3.93
H 4.43 3.15 -1.38
H 4.29 2.11 -3.64
H 2.59 0.29 -4.01
H 1.13 -0.36 -2.14
Cl 2.14 -4.63 5.89
C 3.15 -3.69 4.81
C 3.87 -4.38 3.86
C 4.69 -3.68 2.99
C 4.76 -2.31 3.10
C 4.03 -1.63 4.05
Cl 4.18 0.10 4.06
C 3.18 -2.29 4.95
N 2.42 -1.73 5.96
C 1.96 -0.38 6.13
C 2.74 0.51 6.85
C 2.30 1.79 7.11
C 1.04 2.18 6.68
C 0.25 1.28 5.98
C 0.69 -0.01 5.69
C -0.21 -0.96 4.93
C 0.35 -1.56 3.62
O 0.15 -2.75 3.40
O 0.96 -0.72 2.88
H 3.77 -5.45 3.79
H 5.24 -4.20 2.21
H 5.38 -1.73 2.43
H 1.73 -2.39 6.29
H 3.72 0.18 7.19
H 2.93 2.49 7.66
H 0.67 3.18 6.88
H -0.74 1.58 5.64
H -1.12 -0.43 4.65
H -0.49 -1.80 5.57
C -2.03 -2.40 -6.14
Si -1.65 -0.59 -5.76
C -2.82 0.45 -6.81
C 0.09 -0.25 -6.41
Sb -1.49 -0.49 -3.21
Si -3.96 -0.87 -2.68
C -5.16 -0.55 -4.09
C -4.09 -2.70 -2.26
C -4.48 0.14 -1.18
Si -1.55 2.07 -2.96
C -3.10 2.84 -3.72
C -1.51 2.49 -1.14
C -0.07 2.91 -3.78
H -1.80 -2.64 -7.18
H -3.09 -2.62 -5.97
H -1.45 -3.06 -5.50
H -2.79 0.08 -7.84
H -2.52 1.50 -6.83
H -3.85 0.40 -6.46
H 0.16 -0.46 -7.48
H 0.82 -0.87 -5.89
H 0.38 0.80 -6.26
H -4.92 -1.19 -4.94
H -5.13 0.49 -4.44
H -6.19 -0.78 -3.78
H -4.01 -3.30 -3.17
H -5.04 -2.94 -1.77
H -3.28 -3.00 -1.60
H -4.63 1.19 -1.43
H -3.72 0.09 -0.41
H -5.42 -0.25 -0.76
H -4.01 2.34 -3.39
H -3.07 2.79 -4.81
H -3.16 3.89 -3.43
H -2.48 2.32 -0.66
H -1.24 3.54 -0.99
H -0.77 1.88 -0.61
H 0.25 2.41 -4.69
H 0.78 2.94 -3.10
H -0.34 3.94 -4.04
*
```

---

> Which value of DFT total energy does entry 1 give?

-6353.9534 Ha

---

> Which of these has the lowest DFT total energy?

C40H51Cl2MnN5O2S3SbSi3